(1)
The following is a DFT calculation (ωB97M-V with the def2-TZVPD basis set) of a cluster of 5 separate species, C29H25Cl10O3PS in total at a distorted geometry.

spin multiplicity	1
E_tot	-181969.1116	eV

```
69
C29H25Cl10O3PS | the Open Molecules 2025 dataset | ωB97M-V with the def2-TZVPD basis set
Cl 3.970 1.940 -3.897
Cl -0.822 -2.299 -0.429
Cl -2.598 -3.673 2.095
Cl -4.499 1.908 -6.194
Cl -6.422 -0.195 -4.758
Cl -2.571 -4.818 -1.525
Cl 2.270 -1.365 2.819
Cl 5.863 2.571 -1.414
Cl 0.412 0.565 1.091
Cl -4.421 0.151 1.518
S -3.743 -1.397 4.575
P -1.476 -0.383 6.071
O -3.450 -2.648 5.215
O -3.070 -0.224 5.467
O -2.621 -1.337 3.276
C -0.847 -4.783 -1.613
C -3.546 2.292 -2.347
C 4.700 1.661 1.925
C 4.262 4.538 -4.515
C 4.189 0.477 2.429
C -4.473 1.686 -4.479
C 4.596 3.527 -3.625
C -4.549 -2.201 0.150
C 4.744 5.821 -4.321
C 5.561 6.099 -3.234
C -3.972 -1.520 1.330
C 1.179 -5.896 -2.276
C -5.312 0.775 -3.854
C 5.897 5.091 -2.347
C 2.871 0.124 2.177
C 2.063 0.962 1.421
C 2.578 2.147 0.915
C -0.106 -3.703 -1.152
C -4.389 1.383 -1.720
C -3.589 2.443 -3.722
C -3.130 -2.033 2.228
C 5.418 3.804 -2.541
C 3.893 2.496 1.165
C -1.314 -1.791 7.219
C -0.298 -0.585 4.698
C -5.269 0.628 -2.475
C 1.921 -4.816 -1.822
C 1.279 -3.725 -1.263
C -0.200 -5.877 -2.172
H 5.728 1.931 2.124
H 3.624 4.317 -5.359
H 1.673 -6.753 -2.713
H -0.778 -2.646 6.807
H 1.945 2.795 0.324
H -3.873 -2.158 -0.701
H 4.481 6.604 -5.019
H 4.814 -0.177 3.020
H 0.663 -0.279 5.105
H -0.782 -1.430 8.093
H 5.938 7.101 -3.078
H 1.853 -2.882 -0.905
H -4.361 1.258 -0.644
H 4.287 3.419 0.768
H -0.784 -6.714 -2.528
H -2.853 2.883 -1.763
H 2.999 -4.822 -1.902
H -4.732 -3.253 0.348
H 6.534 5.302 -1.500
H -2.281 -2.166 7.539
H -5.488 -1.739 -0.133
H -5.928 -0.082 -1.994
H -0.188 -1.599 4.326
H -2.935 3.149 -4.214
H -0.538 0.122 3.912
```

=====

(2)
The following is a DFT calculation (ωB97M-V with the def2-TZVPD basis set) of a structure of composition C17H28CaN8SSe3Te at a distorted geometry.

charge	-1
spin multiplicity	2
E_tot	-262612.4742	eV
expectation value of S²	0.7650

```
59
C17H28CaN8SSe3Te | the Open Molecules 2025 dataset | ωB97M-V with the def2-TZVPD basis set
Te 0.443 -0.006 3.985
Se -0.487 -2.671 2.099
Se 1.944 1.860 4.542
Se 1.551 -1.857 2.637
Ca -0.046 0.016 -0.007
S 3.498 -0.835 0.557
N 0.250 -2.462 -1.362
N 0.554 2.269 0.965
N 0.867 -3.418 -3.205
N -1.981 -0.468 -1.400
N -1.990 0.975 1.055
N 0.882 -2.324 -2.542
N -0.146 1.524 -1.597
N 0.218 -4.317 -2.441
C -3.162 0.283 -0.980
C -3.213 0.368 0.544
C -1.511 -5.681 -3.612
C -0.620 2.942 1.519
C -0.124 -5.627 -2.937
C -1.920 2.430 0.902
C -2.623 -5.831 -2.575
C -0.924 1.286 -2.704
C 0.185 3.774 -2.357
C -1.758 -4.464 -4.504
C -1.500 -0.100 -2.744
C 1.171 2.963 -0.174
C -0.149 -3.701 -1.305
C 0.372 2.778 -1.437
C -0.554 3.510 -3.542
C 1.935 -0.786 1.013
C -1.131 2.230 -3.677
H 1.249 2.222 1.713
H -2.639 -4.978 -1.891
H -4.112 0.927 0.844
H -1.884 0.752 2.043
H -0.637 2.743 2.593
H -2.770 2.930 1.392
H -2.159 -1.463 -1.339
H 2.162 2.517 -0.322
H 0.647 -5.910 -3.653
H -2.488 -6.738 -1.983
H -0.914 -4.283 -5.170
H -0.661 -4.176 -0.485
H -3.594 -5.887 -3.067
H -3.080 1.288 -1.399
H -3.284 -0.645 0.950
H -2.284 -0.174 -3.510
H 0.605 4.758 -2.181
H -4.097 -0.154 -1.355
H -0.694 -0.777 -3.007
H -2.655 -4.614 -5.106
H 1.304 4.035 0.024
H -0.695 4.271 -4.297
H -1.907 -3.565 -3.903
H -1.942 2.676 -0.160
H -0.562 4.030 1.385
H -1.512 -6.574 -4.243
H -0.091 -6.326 -2.101
H -1.735 1.984 -4.544
```

=====

(3)
The following is a DFT calculation (ωB97M-V with the def2-TZVPD basis set) of an isolated molecule of C2H5N5 at a distorted geometry.

spin multiplicity	1
SMILES	N#CN/C(N)=N/N
E_tot	-9604.1967	eV

```
12
C2H5N5 | the Open Molecules 2025 dataset | ωB97M-V with the def2-TZVPD basis set
N 0.659 3.305 0.617
N -0.929 -1.137 0.502
N 1.036 -1.087 -1.492
N 0.735 0.041 -0.730
N -0.515 1.148 0.835
C -0.202 -0.009 0.121
C 0.141 2.288 0.704
H 1.916 -0.897 -1.958
H -1.007 -1.819 -0.239
H 1.113 -1.937 -0.938
H -1.133 1.062 1.628
H -1.815 -0.959 0.951
```

=====

(4)
The following is a DFT calculation (ωB97M-V with the def2-TZVPD basis set) of a structure of composition C31H45N2OPSe2Si3Zr.

charge	+2
spin multiplicity	1
E_tot	-202795.5755	eV

```
86
C31H45N2OPSe2Si3Zr | the Open Molecules 2025 dataset | ωB97M-V with the def2-TZVPD basis set
Zr -0.210 0.120 -0.022
Se 1.815 -0.278 1.733
Se -1.158 1.754 1.962
P 0.790 1.322 2.856
Si -2.322 -0.898 -2.264
Si -1.273 -2.679 0.045
Si 0.535 -2.364 -2.468
O -1.139 -1.390 1.222
N 1.787 0.700 -1.230
N -0.478 2.149 -1.243
C 2.562 1.928 -3.238
C 3.185 2.630 3.162
C 2.136 5.162 2.685
C -3.296 0.117 -0.979
C -1.904 0.247 -3.681
C 1.630 1.697 -2.271
C 0.447 2.450 -2.215
C -1.568 2.896 -1.184
C 1.834 2.785 2.840
C 3.477 5.009 3.004
C -0.003 -4.045 -3.066
C 1.416 -0.398 6.474
C 1.222 3.705 -4.152
C 1.308 4.051 2.602
C -0.468 1.294 5.316
C -3.006 -3.294 0.186
C 0.244 3.477 -3.154
C 2.351 2.940 -4.199
C -0.783 -1.562 -1.353
C -1.299 -1.691 2.627
C 0.581 0.782 4.556
C 0.371 0.112 7.233
C 1.525 -0.067 5.133
C 0.899 -1.370 -4.004
C -3.426 -2.205 -2.990
C 2.157 -2.561 -1.509
C -0.569 0.955 6.657
C 4.002 3.744 3.243
C -0.946 4.230 -3.057
C -1.843 3.947 -2.067
C -0.095 -3.987 0.595
H 2.336 -0.478 4.546
H -0.417 -2.219 2.983
H 2.380 -3.623 -1.374
H -2.750 0.920 -3.849
H -1.769 -0.329 -4.599
H 1.730 6.149 2.506
H 2.146 -1.056 6.926
H 2.157 -2.122 -0.508
H -3.131 -3.780 1.157
H -3.620 1.069 -1.401
H 3.601 1.647 3.347
H -2.824 0.330 -0.007
H -3.956 -2.795 -2.247
H -2.859 -2.885 -3.627
H -1.131 5.029 -3.765
H 0.743 -4.424 -3.769
H 1.835 -1.745 -4.427
H -2.760 4.507 -1.951
H 5.048 3.627 3.494
H -4.201 -0.433 -0.707
H -4.174 -1.720 -3.623
H -2.192 -2.301 2.753
H 3.006 -2.148 -2.062
H 3.097 3.109 -4.963
H 2.370 1.080 -0.483
H 4.118 5.878 3.071
H -2.274 2.667 -0.400
H -1.423 -0.760 3.172
H 1.057 4.493 -4.876
H 2.297 -0.110 -1.581
H -0.004 -4.781 -0.146
H -1.009 0.853 -3.550
H 0.288 -0.150 8.280
H -1.382 1.350 7.250
H -1.203 1.953 4.871
H 0.998 -0.295 -3.861
H 0.126 -1.527 -4.759
H 0.904 -3.602 0.802
H 3.470 1.336 -3.269
H 0.261 4.174 2.358
H -0.482 -4.449 1.507
H -3.748 -2.501 0.100
H -3.220 -4.050 -0.572
H -0.098 -4.783 -2.269
H -0.955 -4.002 -3.597
```

=====

Repeat the first record exactly.
The following is a DFT calculation (ωB97M-V with the def2-TZVPD basis set) of a cluster of 5 separate species, C29H25Cl10O3PS in total at a distorted geometry.

spin multiplicity	1
E_tot	-181969.1116	eV

```
69
C29H25Cl10O3PS | the Open Molecules 2025 dataset | ωB97M-V with the def2-TZVPD basis set
Cl 3.970 1.940 -3.897
Cl -0.822 -2.299 -0.429
Cl -2.598 -3.673 2.095
Cl -4.499 1.908 -6.194
Cl -6.422 -0.195 -4.758
Cl -2.571 -4.818 -1.525
Cl 2.270 -1.365 2.819
Cl 5.863 2.571 -1.414
Cl 0.412 0.565 1.091
Cl -4.421 0.151 1.518
S -3.743 -1.397 4.575
P -1.476 -0.383 6.071
O -3.450 -2.648 5.215
O -3.070 -0.224 5.467
O -2.621 -1.337 3.276
C -0.847 -4.783 -1.613
C -3.546 2.292 -2.347
C 4.700 1.661 1.925
C 4.262 4.538 -4.515
C 4.189 0.477 2.429
C -4.473 1.686 -4.479
C 4.596 3.527 -3.625
C -4.549 -2.201 0.150
C 4.744 5.821 -4.321
C 5.561 6.099 -3.234
C -3.972 -1.520 1.330
C 1.179 -5.896 -2.276
C -5.312 0.775 -3.854
C 5.897 5.091 -2.347
C 2.871 0.124 2.177
C 2.063 0.962 1.421
C 2.578 2.147 0.915
C -0.106 -3.703 -1.152
C -4.389 1.383 -1.720
C -3.589 2.443 -3.722
C -3.130 -2.033 2.228
C 5.418 3.804 -2.541
C 3.893 2.496 1.165
C -1.314 -1.791 7.219
C -0.298 -0.585 4.698
C -5.269 0.628 -2.475
C 1.921 -4.816 -1.822
C 1.279 -3.725 -1.263
C -0.200 -5.877 -2.172
H 5.728 1.931 2.124
H 3.624 4.317 -5.359
H 1.673 -6.753 -2.713
H -0.778 -2.646 6.807
H 1.945 2.795 0.324
H -3.873 -2.158 -0.701
H 4.481 6.604 -5.019
H 4.814 -0.177 3.020
H 0.663 -0.279 5.105
H -0.782 -1.430 8.093
H 5.938 7.101 -3.078
H 1.853 -2.882 -0.905
H -4.361 1.258 -0.644
H 4.287 3.419 0.768
H -0.784 -6.714 -2.528
H -2.853 2.883 -1.763
H 2.999 -4.822 -1.902
H -4.732 -3.253 0.348
H 6.534 5.302 -1.500
H -2.281 -2.166 7.539
H -5.488 -1.739 -0.133
H -5.928 -0.082 -1.994
H -0.188 -1.599 4.326
H -2.935 3.149 -4.214
H -0.538 0.122 3.912
```